Entry 1:
# C26H27BeN5OSTe

A structure of composition C26H27BeN5OSTe (ωB97M-V/def2-TZVPD, OMol25).

Output
**Total charge**: +2
**Strongest force on any atom**: 0.4 eV Å⁻¹
**ΔE to the lowest compared entry with this formula, charge and spin**: 0.0 kcal/mol
**Highest occupied orbital energy**: -13.74 eV

The geometry in XYZ format:
```
62
Properties=species:S:1:pos:R:3:mulliken_charge:R:1
Te 1.832 2.461 -0.483 0.286
S -1.044 -1.012 -2.000 0.261
O -0.570 0.319 -1.373 0.129
N 2.562 -0.444 -1.552 0.253
N 0.969 -0.763 0.758 0.759
N 0.382 -1.019 2.004 -1.005
N -0.738 0.893 1.361 0.005
N -2.359 1.822 2.744 0.087
C 4.385 -1.279 -2.873 -0.966
C 1.471 2.662 -2.570 -0.395
C 2.740 -1.494 -0.731 0.701
C 0.011 6.084 -1.839 -0.719
C -1.355 -0.178 -4.521 -0.497
C -2.195 0.858 3.748 0.142
C 0.264 5.855 -4.214 -0.642
C 0.659 4.232 -0.266 -0.916
C -1.828 -1.099 5.654 -0.821
C -2.752 -0.074 5.864 -0.416
C -1.262 -0.152 3.522 0.502
C 0.776 4.582 -4.037 -0.674
C -0.497 -0.128 2.283 0.479
C -0.118 6.608 -3.113 -0.582
C 0.518 4.801 -1.656 0.535
C -1.087 -1.144 4.491 -0.280
C 3.378 -0.357 -2.595 -0.015
C -2.730 -0.664 -4.084 -0.741
C 4.564 -2.349 -2.018 -0.458
C 3.721 -2.460 -0.918 -0.996
C -2.731 -0.624 -2.557 -0.589
C -1.651 1.792 1.631 -0.251
C 0.902 4.046 -2.759 0.549
C 1.896 -1.598 0.459 -0.237
C -2.948 0.909 4.914 -0.970
C -0.372 -0.976 -3.673 -0.385
Be 0.247 0.621 -0.031 -0.579
H -1.858 2.564 0.903 0.631
H -3.544 -0.055 -4.475 0.377
H 2.082 -2.413 1.153 0.464
H 5.344 -3.075 -2.191 0.458
H -2.893 -1.686 -4.432 0.322
H -3.324 -0.046 6.780 0.430
H 5.013 -1.142 -3.740 0.456
H -0.268 6.680 -0.981 0.474
H 1.174 4.909 0.414 0.557
H -0.313 -2.019 -3.991 0.607
H 3.828 -3.272 -0.215 0.473
H 1.095 4.006 -4.895 0.458
H 0.175 6.267 -5.208 0.426
H -0.372 -1.932 4.312 0.497
H 0.783 1.868 -2.857 -0.035
H -3.032 2.566 2.875 0.298
H 3.234 0.487 -3.261 0.365
H -0.500 7.609 -3.247 0.420
H -2.889 0.386 -2.176 0.251
H -0.308 3.985 0.163 0.144
H -3.672 1.696 5.070 0.410
H -1.243 0.891 -4.325 0.110
H -1.174 -0.341 -5.582 0.486
H -3.427 -1.307 -2.079 0.486
H 0.635 -0.578 -3.575 -0.032
H -1.691 -1.860 6.408 0.448
H 2.414 2.542 -3.100 0.465
```


Entry 2:
# C5H8N2

The molecule C5H8N2 in a non-equilibrium geometry (ωB97M-V/def2-TZVPD, OMol25).

Output
**Total charge**: 0
**Strongest force on any atom**: 1.3 eV Å⁻¹
**Structure (SMILES)**: C[C@H]1CN1CC#N
**ΔE to the lowest compared entry with this formula, charge and spin**: 50.1 kcal/mol
**Highest occupied orbital energy**: -9.73 eV

The geometry in XYZ format:
```
15
Properties=species:S:1:pos:R:3:mulliken_charge:R:1
N 1.593 -1.337 -1.565 -0.528
N 0.348 0.621 0.682 -0.351
C -1.655 -1.067 0.499 -1.332
C 1.895 -0.550 -0.771 0.498
C -0.579 1.356 -0.196 -0.295
C 1.797 0.457 0.292 -0.424
C -0.643 -0.119 -0.098 0.107
H -0.190 1.756 -1.134 0.252
H -2.242 -1.481 -0.330 0.356
H -1.118 -1.909 0.954 0.254
H 2.267 1.389 -0.053 0.272
H -0.206 -0.596 -0.974 0.340
H 2.372 0.113 1.163 0.271
H -1.299 2.014 0.294 0.249
H -2.340 -0.646 1.237 0.331
```


Entry 3:
# C3H6FNS

The molecule C3H6FNS in a non-equilibrium geometry (ωB97M-V/def2-TZVPD, OMol25).

Output
**Total charge**: 0
**Strongest force on any atom**: 5.3 eV Å⁻¹
**Structure (SMILES)**: C[C@H](F)/C=N\S
**ΔE to the lowest compared entry with this formula, charge and spin**: 114.7 kcal/mol
**Highest occupied orbital energy**: -8.99 eV

The geometry in XYZ format:
```
12
Properties=species:S:1:pos:R:3:mulliken_charge:R:1
S -2.481 -0.348 0.394 -0.098
F 0.261 0.307 1.740 -0.315
N -1.685 1.118 -0.081 -0.413
C 0.644 0.309 0.303 -0.164
C -0.381 1.210 -0.220 0.084
C 0.781 -0.947 -0.423 -0.766
H 1.776 -0.399 -0.986 0.242
H -0.102 -1.242 -1.344 0.315
H -0.273 2.162 -0.692 0.438
H 1.170 -1.718 0.499 0.272
H -1.261 -1.307 0.746 0.144
H 1.551 0.855 0.064 0.261
```


Entry 4:
# C3H5NO2

The molecule C3H5NO2 (ωB97M-V/def2-TZVPD, OMol25).

Output
**Total charge**: 0
**Strongest force on any atom**: 0.6 eV Å⁻¹
**ΔE to the lowest compared entry with this formula, charge and spin**: 62.6 kcal/mol
**Highest occupied orbital energy**: -9.11 eV

The geometry in XYZ format:
```
11
Properties=species:S:1:pos:R:3:mulliken_charge:R:1
O -0.521 0.603 -0.269 -0.165
O 3.053 -0.576 0.577 -0.492
N 1.085 -0.847 -0.536 0.050
C -1.875 0.602 0.183 -0.563
C -0.231 -0.605 -0.762 -0.356
C 2.012 -0.098 0.203 0.075
H -2.050 1.564 0.659 0.226
H 1.374 -1.797 -0.726 0.256
H -2.569 0.416 -0.639 0.282
H 1.698 0.937 0.393 0.360
H -1.977 -0.199 0.918 0.326
```


Entry 5:
# C3H3NS2

The molecule C3H3NS2 in a non-equilibrium geometry (ωB97M-V/def2-TZVPD, OMol25).

Output
**Total charge**: 0
**Strongest force on any atom**: 5.1 eV Å⁻¹
**Structure (SMILES)**: N#CC(=S)CS
**ΔE to the lowest compared entry with this formula, charge and spin**: 31.0 kcal/mol
**Highest occupied orbital energy (spin up / spin down)**: -9.68 / -9.68 eV

The geometry in XYZ format:
```
9
Properties=species:S:1:pos:R:3:mulliken_charge:R:1
S 1.765 0.920 -2.618 -0.091
S 0.305 -1.521 -0.004 -0.116
N 2.950 2.228 0.506 -0.316
C 1.250 0.964 -0.891 0.276
C 2.095 1.673 -0.013 0.196
C 0.038 0.243 -0.291 -0.725
H 0.832 -1.370 1.146 0.119
H -0.165 0.702 0.705 0.351
H -0.855 0.191 -0.884 0.305
```


Entry 6:
# C2H3IN2

The molecule C2H3IN2 in a non-equilibrium geometry (ωB97M-V/def2-TZVPD, OMol25).

Output
**Total charge**: 0
**Strongest force on any atom**: 5.6 eV Å⁻¹
**ΔE to the lowest compared entry with this formula, charge and spin**: 75.9 kcal/mol
**Highest occupied orbital energy (spin up / spin down)**: -8.41 / -8.46 eV

The geometry in XYZ format:
```
8
Properties=species:S:1:pos:R:3:mulliken_charge:R:1
I 1.887 0.736 -0.043 0.515
N 1.156 -1.372 -0.293 -0.616
N -1.072 -2.006 0.251 -0.515
C 0.125 1.705 0.055 -0.775
C 0.044 -1.577 0.064 0.602
H -0.208 2.183 1.063 0.231
H -0.073 2.220 -0.768 0.301
H -1.860 -1.889 -0.328 0.256
```